[1]
{"formula": "C31H39CoN3O", "method": "ωB97M-V with the def2-TZVPD basis set", "e_lumo_ha": [0.0962, 0.0961], "total_charge": -1, "total_energy_ev": -76920.0314, "de_lowest_ev": 0.108, "homo_ha": [-0.0236, -0.1006], "s_squared": 6.053, "orbital_gap_ev": [3.26, 5.35], "multiplicity": 5, "elements": ["Co", "N", "N", "C", "C", "C", "C", "H", "H", "H", "C", "C", "H", "H", "H", "C", "C", "H", "H", "H", "C", "H", "H", "H", "C", "H", "H", "H", "C", "H", "C", "H", "C", "H", "C", "H", "C", "C", "H", "C", "C", "H", "C", "H", "N", "C", "C", "C", "H", "C", "C", "H", "H", "H", "C", "H", "C", "C", "H", "H", "H", "C", "H", "H", "H", "C", "C", "C", "O", "H", "H", "H", "H", "H", "H"], "xyz": [[0.55, -0.27, 1.14], [-0.09, -1.90, 2.02], [0.56, -2.70, -0.67], [1.50, 1.38, 0.53], [2.40, 0.31, 0.86], [2.15, -0.07, 2.24], [2.91, -1.13, 2.96], [3.52, -1.68, 2.23], [2.21, -1.84, 3.43], [3.56, -0.70, 3.73], [1.17, 0.85, 2.77], [0.80, 0.93, 4.21], [1.67, 1.10, 4.86], [0.40, -0.04, 4.55], [0.03, 1.70, 4.37], [0.71, 1.69, 1.69], [-0.35, 2.74, 1.73], [-1.19, 2.39, 2.33], [-0.73, 2.93, 0.71], [0.00, 3.70, 2.15], [3.47, -0.25, -0.02], [4.41, -0.35, 0.53], [3.65, 0.42, -0.87], [3.18, -1.24, -0.41], [1.56, 2.16, -0.74], [0.56, 2.23, -1.20], [2.20, 1.66, -1.48], [1.95, 3.18, -0.61], [-0.78, -1.85, 3.19], [-0.58, -1.03, 3.87], [-1.67, -2.82, 3.63], [-2.13, -2.63, 4.60], [-1.88, -3.96, 2.84], [-2.67, -4.68, 3.07], [-1.02, -4.17, 1.78], [-1.05, -5.04, 1.11], [-0.04, -3.19, 1.46], [0.84, -3.51, 0.39], [1.86, -3.86, 0.53], [0.38, -1.29, -0.63], [0.36, -3.20, -1.94], [0.42, -4.26, -2.16], [0.02, -2.17, -2.70], [-0.19, -2.19, -3.74], [0.10, -1.00, -1.94], [0.11, 0.23, -2.71], [1.14, 0.37, -3.66], [1.13, 1.45, -4.54], [1.96, 1.55, -5.25], [0.09, 2.36, -4.58], [0.07, 3.48, -5.56], [0.04, 4.47, -5.10], [-0.78, 3.43, -6.23], [0.96, 3.45, -6.19], [-0.96, 2.20, -3.67], [-1.79, 2.91, -3.68], [-0.99, 1.12, -2.77], [-2.21, 0.88, -1.95], [-2.87, 0.12, -2.40], [-2.80, 1.81, -1.85], [-1.98, 0.53, -0.94], [2.27, -0.61, -3.72], [1.94, -1.63, -3.94], [2.86, -0.64, -2.79], [2.95, -0.30, -4.52], [-4.48, 0.83, 1.08], [-3.18, 0.31, 1.60], [-2.90, 0.64, 3.03], [-2.38, -0.36, 0.90], [-5.27, 0.63, 1.81], [-4.74, 0.37, 0.12], [-4.41, 1.92, 0.95], [-3.50, -0.01, 3.68], [-1.85, 0.47, 3.29], [-3.17, 1.68, 3.24]], "mulliken_spin": [1.933, 0.371, 0.005, -0.015, -0.021, 0.065, 0.023, 0.003, 0.011, -0.001, 0.087, -0.011, -0.001, 0.034, 0.004, -0.049, 0.024, -0.010, 0.002, 0.000, -0.046, 0.001, 0.005, 0.010, 0.007, -0.003, 0.006, 0.001, 0.042, 0.082, -0.101, 0.012, 0.457, 0.038, -0.027, 0.014, 0.413, 0.661, -0.037, -0.051, 0.000, 0.004, 0.039, -0.003, -0.026, 0.011, -0.007, 0.001, 0.000, 0.000, 0.000, 0.000, 0.000, 0.000, -0.002, 0.000, 0.007, 0.004, 0.001, 0.000, 0.031, -0.003, 0.000, -0.001, 0.000, 0.001, 0.005, 0.024, -0.006, -0.001, 0.001, 0.001, 0.003, -0.027, 0.002]}

[2]
{"formula": "C31H39F5IN3O3PS", "method": "ωB97M-V with the def2-TZVPD basis set", "e_lumo_ha": -0.2673, "total_charge": 1, "total_energy_ev": -85194.8158, "homo_ha": -0.3310, "orbital_gap_ev": 1.73, "multiplicity": 1, "elements": ["C", "C", "C", "C", "C", "C", "C", "C", "N", "C", "C", "C", "C", "F", "N", "C", "C", "O", "F", "C", "C", "C", "C", "C", "F", "F", "F", "C", "I", "C", "P", "C", "O", "S", "H", "H", "H", "H", "H", "H", "H", "H", "H", "H", "H", "H", "H", "H", "H", "H", "H", "H", "H", "H", "H", "C", "C", "C", "C", "C", "C", "N", "O", "C", "C", "C", "H", "H", "H", "H", "H", "H", "H", "H", "H", "H", "H", "H", "H", "H", "H", "H", "H", "H"], "xyz": [[1.33, 0.64, 0.13], [0.21, -0.33, -0.24], [-1.06, 0.05, 0.13], [-2.12, -0.75, -0.19], [-2.01, -1.95, -0.88], [-0.70, -2.32, -1.25], [-0.50, -3.65, -1.99], [0.19, -3.51, -3.33], [-0.40, -3.14, -4.38], [0.40, -1.51, -0.95], [1.85, -1.84, -1.34], [2.45, -0.81, -2.36], [2.78, -1.36, -3.75], [1.69, -1.24, -4.60], [-3.18, -2.77, -1.17], [-3.67, -3.45, 0.05], [-3.40, -4.96, 0.09], [-4.16, -5.68, 0.67], [-2.28, -5.50, -0.46], [-4.24, -1.97, -1.77], [-4.65, -0.77, -1.21], [-5.63, 0.02, -1.74], [-6.27, -0.38, -2.89], [-7.32, 0.57, -3.44], [-7.59, 1.53, -2.54], [-8.47, -0.01, -3.80], [-6.86, 1.22, -4.53], [-5.90, -1.58, -3.46], [-6.86, -2.19, -5.27], [-4.90, -2.40, -2.93], [-4.62, -3.99, -3.84], [-3.28, -3.75, -5.09], [-3.99, -5.13, -2.79], [-3.77, -0.27, 0.27], [2.27, 0.12, 0.36], [1.47, 1.28, -0.75], [1.02, 1.29, 0.96], [-1.23, 0.97, 0.69], [0.13, -4.29, -1.37], [-1.49, -4.08, -2.15], [1.26, -3.77, -3.37], [0.25, -3.10, -5.16], [1.96, -2.88, -1.66], [2.43, -1.72, -0.42], [3.42, -0.49, -1.95], [1.84, 0.10, -2.42], [3.56, -0.72, -4.17], [3.20, -2.38, -3.73], [-4.74, -3.33, 0.21], [-3.17, -3.02, 0.93], [-5.87, 0.94, -1.22], [-3.70, -4.00, -6.07], [-2.90, -2.73, -5.15], [-2.48, -4.47, -4.90], [-3.03, -5.12, -2.86], [4.95, 2.11, 4.60], [4.54, 2.95, 3.37], [5.12, 4.37, 3.49], [4.43, 5.21, 4.56], [2.91, 5.25, 4.34], [2.25, 3.87, 4.16], [3.04, 2.99, 3.22], [2.76, 3.29, 2.08], [2.09, 3.17, 5.53], [0.80, 4.09, 3.69], [5.21, 2.22, 2.19], [6.01, 1.85, 4.54], [4.83, 2.64, 5.54], [4.39, 1.18, 4.65], [5.03, 4.88, 2.53], [6.18, 4.30, 3.70], [4.65, 4.82, 5.56], [4.82, 6.22, 4.53], [2.44, 5.77, 5.17], [2.72, 5.86, 3.45], [1.74, 2.15, 5.41], [1.35, 3.69, 6.14], [3.00, 3.16, 6.13], [0.74, 4.69, 2.79], [0.24, 4.61, 4.46], [0.30, 3.14, 3.50], [4.83, 1.21, 2.09], [6.28, 2.15, 2.37], [5.08, 2.74, 1.25]], "mulliken_charge": [-1.703, 1.655, -0.603, 0.876, -1.662, 0.001, 0.582, -0.602, -0.280, 0.306, -1.629, -0.268, -0.663, -0.317, 1.435, -0.402, 0.295, -0.544, -0.196, -1.424, 0.717, -0.488, 0.591, 0.445, -0.289, -0.203, -0.230, -0.790, 0.000, 0.524, 0.129, -0.945, -0.470, -0.362, 0.241, 0.287, 0.204, 0.454, 0.458, -1.169, 0.570, 0.224, 0.692, 0.604, 0.323, 0.265, 0.364, 0.333, 0.393, 0.547, 0.489, 0.436, 0.302, 0.284, 0.210, -1.669, 1.443, -1.228, -0.534, -1.169, 1.393, 0.937, -0.311, -1.628, -1.800, -1.818, 0.481, 0.314, 0.389, 0.410, 0.394, 0.330, 0.409, 0.390, 0.410, 0.407, 0.483, 0.301, 0.392, 0.488, 0.465, 0.450, 0.482, 0.394]}

[3]
{"formula": "C31H39IN6OPTc", "method": "ωB97M-V with the def2-TZVPD basis set", "e_lumo_ha": [-0.1526, -0.1567], "total_charge": 1, "total_energy_ev": -63335.8771, "homo_ha": [-0.2979, -0.3557], "s_squared": 3.789, "orbital_gap_ev": [3.95, 5.42], "multiplicity": 4, "elements": ["Tc", "N", "C", "C", "C", "C", "C", "C", "C", "C", "N", "C", "H", "H", "H", "H", "H", "H", "H", "H", "I", "C", "H", "H", "N", "C", "C", "C", "C", "C", "C", "C", "C", "C", "H", "H", "H", "H", "O", "P", "N", "C", "C", "C", "C", "N", "C", "C", "C", "C", "N", "C", "C", "C", "C", "H", "H", "H", "H", "H", "H", "H", "H", "H", "H", "H", "H", "H", "H", "H", "H", "H", "H", "H", "H", "H", "H", "H", "H", "H"], "xyz": [[-0.82, -0.54, -0.43], [-2.41, 0.13, 0.45], [-3.48, -0.18, -0.41], [-4.79, 0.16, -0.07], [-5.84, -0.16, -0.93], [-5.58, -0.83, -2.12], [-4.26, -1.18, -2.46], [-3.95, -1.86, -3.65], [-2.63, -2.18, -3.94], [-1.66, -1.82, -3.03], [-1.91, -1.17, -1.88], [-3.19, -0.86, -1.60], [-2.52, -0.19, 1.40], [-2.35, 1.11, 0.71], [-5.00, 0.68, 0.86], [-6.86, 0.11, -0.67], [-6.40, -1.08, -2.79], [-4.74, -2.13, -4.36], [-2.37, -2.70, -4.86], [-0.61, -2.05, -3.21], [-2.88, -2.33, 1.61], [-1.05, -2.33, 0.53], [-1.06, -3.15, -0.22], [-0.20, -2.49, 1.23], [0.86, 8.02, -5.36], [0.65, 7.04, -4.78], [0.39, 5.82, -4.07], [1.29, 4.75, -4.15], [1.04, 3.57, -3.45], [-0.12, 3.44, -2.67], [-1.02, 4.51, -2.59], [-0.77, 5.70, -3.29], [-0.38, 2.22, -1.96], [-0.59, 1.21, -1.36], [2.19, 4.84, -4.75], [1.75, 2.74, -3.53], [-1.92, 4.43, -1.99], [-1.48, 6.52, -3.22], [0.99, -0.56, -0.03], [1.63, -0.87, 1.30], [2.64, 0.33, 1.81], [2.03, 1.60, 2.21], [3.20, 2.55, 2.36], [4.06, 2.18, 1.18], [3.79, 0.70, 0.97], [0.55, -1.06, 2.50], [0.91, -1.31, 3.89], [-0.29, -0.87, 4.71], [-1.44, -0.92, 3.73], [-0.79, -0.50, 2.43], [2.46, -2.30, 1.28], [3.57, -2.47, 0.35], [3.84, -3.96, 0.36], [2.45, -4.54, 0.38], [1.63, -3.51, 1.14], [1.48, 1.52, 3.16], [1.34, 1.97, 1.44], [3.74, 2.36, 3.30], [2.90, 3.60, 2.35], [5.12, 2.40, 1.35], [3.74, 2.75, 0.29], [4.67, 0.13, 1.28], [3.61, 0.50, -0.10], [1.80, -0.76, 4.20], [1.10, -2.38, 4.04], [-0.15, 0.16, 5.07], [-0.46, -1.52, 5.58], [-2.26, -0.26, 4.02], [-1.83, -1.94, 3.65], [-0.74, 0.60, 2.37], [-1.35, -0.87, 1.57], [4.47, -1.93, 0.66], [3.30, -2.14, -0.66], [4.39, -4.25, 1.26], [4.42, -4.29, -0.52], [2.43, -5.53, 0.86], [2.07, -4.64, -0.64], [1.37, -3.89, 2.14], [0.70, -3.32, 0.60], [-2.45, -0.52, -0.79]], "mulliken_spin": [2.846, 0.053, -0.018, 0.007, -0.004, 0.016, -0.025, 0.083, -0.024, 0.097, -0.042, 0.076, 0.019, 0.027, 0.003, 0.001, 0.000, 0.003, -0.001, 0.000, 0.027, -0.049, 0.032, -0.008, 0.010, -0.006, 0.026, -0.012, 0.032, -0.056, 0.030, -0.013, 0.183, -0.188, -0.001, 0.000, 0.002, -0.001, 0.049, -0.021, 0.000, 0.007, -0.001, 0.001, 0.000, 0.004, 0.001, 0.002, 0.029, 0.039, 0.004, -0.003, 0.000, 0.001, 0.002, 0.002, 0.000, 0.000, 0.000, 0.000, 0.001, 0.000, -0.002, -0.001, 0.001, 0.000, 0.000, -0.005, 0.002, -0.002, -0.030, 0.000, -0.001, 0.000, 0.000, 0.000, 0.000, 0.000, 0.003, -0.208]}